Run a
Computed, not measured: a 2-piece molecular cluster, C2H4F2S2 overall, with ωB97M-V with the def2-TZVPD basis set.

Computed properties:
2S+1   1
Highest occupied orbital energy (spin up / spin down)   -8.439 / -8.441 eV
Gap between HOMO and LUMO (spin up / spin down)   8.47 / 8.47 eV
E_LUMO (spin up / spin down)   0.03 / 0.03 eV

Each line ends with the Mulliken charge.
Geometry (Å):
C1 -0.15084 -0.03581 -1.16517  -0.668
C2 1.63019 0.24534 0.38481  0.253
F1 2.81376 0.54768 -0.17670  -0.207
F2 1.01564 1.29001 0.88328  -0.180
S1 -2.05766 0.38994 0.85256  -0.225
S2 -1.42506 1.11534 -0.89960  0.007
H1 0.46500 0.34592 -1.99425  0.331
H2 -0.49372 -1.10854 -1.11733  0.335
H3 1.79267 -0.48042 1.18723  0.188
H4 -1.65767 1.38740 1.75052  0.167

=====

Run b
Computed, not measured: an isolated molecule of C2H4F2S2, with ωB97M-V with the def2-TZVPD basis set.

Computed properties:
2S+1   1
Highest occupied orbital energy   -9.359 eV
Gap between HOMO and LUMO   9.86 eV
E_LUMO   0.50 eV

Each line ends with the Mulliken charge.
Geometry (Å):
F1 0.46269 -1.48484 1.29850  -0.247
C1 0.95422 -0.55488 0.42919  0.460
F2 1.56178 -1.20787 -0.59128  -0.275
C2 -0.15146 0.40995 -0.17130  -0.675
S1 -1.44569 0.54830 1.06767  -0.042
S2 -2.80633 -0.76126 0.33161  -0.229
H1 1.77636 -0.14559 0.92056  0.183
H2 0.12203 1.48902 -0.05475  0.229
H3 -0.46189 0.17536 -1.10947  0.424
H4 -2.30481 -1.97413 0.82009  0.172

=====

Most favorable structure: run b. The second most favorable one is 256.8 kJ/mol above it.

=====

Run a
Computed, not measured: an isolated ion of composition C6H13N and charge -1, with ωB97M-V with the def2-TZVPD basis set.

Computed properties:
2S+1   2
Charge   -1
Highest occupied orbital energy (spin up / spin down)   1.383 / -3.787 eV
Gap between HOMO and LUMO (spin up / spin down)   2.51 / 7.52 eV
E_LUMO (spin up / spin down)   3.89 / 3.73 eV

Each line ends with the Löwdin spin population.
Geometry (Å):
C1 -0.82833 -1.66623 -2.08641  0.040
C2 -1.11365 -0.74463 -0.90217  0.027
C3 -0.09308 -1.04911 0.25257  0.024
C4 0.40274 0.23980 0.85307  0.020
C5 1.58530 0.76036 0.52734  0.240
N1 2.10931 1.95791 0.97810  0.105
C6 -0.64372 1.11066 1.52778  0.161
H1 -0.78948 -2.70164 -1.75437  0.003
H2 0.00184 -1.37964 -2.73396  0.015
H3 -1.55526 -1.63038 -2.91443  0.005
H4 -1.00629 0.28803 -1.22649  0.014
H5 -2.16424 -0.88468 -0.64720  0.007
H6 0.76977 -1.49391 -0.24770  0.007
H7 -0.67453 -1.61955 0.97251  0.005
H8 2.30378 0.01513 0.19434  0.049
H9 1.43842 2.47559 1.51523  0.062
H10 2.99216 2.24363 0.59465  0.102
H11 -0.25250 1.52366 2.46426  0.040
H12 -0.89630 1.94616 0.86803  0.048
H13 -1.58594 0.60885 1.76484  0.023

=====

Run b
Computed, not measured: an isolated ion of composition C6H13N and charge -1, with ωB97M-V with the def2-TZVPD basis set.

Computed properties:
2S+1   2
Charge   -1
Highest occupied orbital energy (spin up / spin down)   0.565 / -0.993 eV
Gap between HOMO and LUMO (spin up / spin down)   3.78 / 5.30 eV
E_LUMO (spin up / spin down)   4.35 / 4.31 eV

Each line ends with the Löwdin spin population.
Geometry (Å):
C1 -1.66489 -0.09522 -1.87018  0.011
C2 -0.21930 -0.40374 -1.48620  0.055
C3 0.26610 0.17346 -0.08304  0.175
C4 1.46987 -0.32880 0.43235  0.416
N1 1.69541 -1.72384 0.48029  0.146
C5 -0.41282 1.40734 0.56016  0.030
C6 -0.87193 1.06555 1.97969  0.019
H1 -1.68423 0.95376 -2.18847  0.001
H2 -2.04754 -0.75842 -2.65732  0.002
H3 -2.36830 -0.17725 -1.04357  0.002
H4 -0.18055 -1.46541 -1.23042  0.002
H5 0.46688 -0.19626 -2.31382  0.016
H6 2.44242 0.23227 0.39464  0.062
H7 2.60828 -2.12453 0.49688  0.013
H8 0.90734 -2.29894 0.69230  0.023
H9 0.24443 2.29031 0.50150  0.009
H10 -1.27798 1.61026 -0.05334  0.001
H11 -0.37452 0.16715 2.34111  0.008
H12 -1.94822 0.83726 2.01329  0.002
H13 -0.77026 1.81477 2.77850  0.005

=====

Most favorable structure: run a. The second most favorable one is 100.0 kJ/mol above it.